(1)
{"formula": "C52H43N6O5P2V", "method": "wB97M-V/def2-TZVPD", "symbols": ["V", "O", "C", "C", "C", "C", "C", "C", "C", "N", "N", "C", "O", "C", "C", "C", "C", "C", "C", "H", "H", "H", "H", "H", "H", "H", "H", "H", "H", "C", "N", "C", "P", "C", "C", "C", "C", "C", "C", "C", "C", "C", "C", "C", "C", "C", "C", "C", "C", "C", "C", "P", "C", "C", "C", "C", "C", "C", "C", "C", "C", "C", "C", "C", "H", "H", "H", "H", "H", "H", "H", "H", "H", "H", "H", "H", "H", "H", "H", "H", "H", "H", "H", "H", "H", "H", "H", "H", "H", "H", "H", "H", "H", "O", "N", "O", "O", "N", "C", "C", "C", "C", "C", "N", "C", "H", "H", "H", "H"], "xyz": [[0.03, -0.63, -0.74], [0.81, 0.41, -1.87], [1.82, 0.46, -2.70], [2.26, 1.66, -3.27], [3.35, 1.69, -4.12], [4.02, 0.51, -4.44], [3.58, -0.69, -3.92], [2.49, -0.74, -3.04], [2.07, -2.00, -2.48], [1.13, -2.11, -1.60], [0.75, -3.37, -1.21], [-0.18, -3.26, -0.29], [-0.50, -2.08, 0.12], [-0.92, -4.45, 0.14], [-2.22, -4.29, 0.63], [-2.99, -5.40, 0.92], [-2.46, -6.68, 0.77], [-1.15, -6.84, 0.33], [-0.38, -5.73, 0.01], [1.73, 2.58, -3.01], [3.68, 2.63, -4.53], [4.88, 0.54, -5.10], [4.09, -1.61, -4.16], [2.56, -2.91, -2.82], [-2.61, -3.29, 0.76], [-4.00, -5.27, 1.27], [-3.07, -7.54, 1.00], [-0.74, -7.83, 0.23], [0.63, -5.85, -0.35], [-0.34, 2.88, 0.44], [0.63, 2.64, 1.46], [1.79, 1.90, 1.04], [1.72, 0.04, 0.79], [2.18, -0.76, 2.36], [1.48, -1.86, 2.84], [1.88, -2.49, 4.00], [2.99, -2.04, 4.70], [3.72, -0.96, 4.21], [3.32, -0.33, 3.05], [3.39, -0.16, 0.01], [3.87, -1.47, -0.01], [5.10, -1.78, -0.56], [5.88, -0.77, -1.11], [5.41, 0.53, -1.12], [4.18, 0.84, -0.57], [0.47, 3.06, 2.78], [1.16, 2.42, 3.82], [1.09, 2.90, 5.12], [0.32, 4.01, 5.43], [-0.40, 4.62, 4.42], [-0.32, 4.16, 3.11], [-1.44, 1.44, -0.14], [-1.99, 2.42, -1.62], [-1.57, 2.06, -2.90], [-1.86, 2.86, -4.01], [-2.59, 4.02, -3.85], [-3.03, 4.39, -2.59], [-2.73, 3.60, -1.49], [-2.96, 1.68, 0.86], [-2.92, 2.04, 2.21], [-4.10, 2.19, 2.92], [-5.32, 2.01, 2.30], [-5.37, 1.66, 0.96], [-4.19, 1.48, 0.25], [0.16, 3.21, -0.48], [-1.04, 3.66, 0.74], [2.62, 2.11, 1.72], [2.05, 2.27, 0.04], [0.62, -2.23, 2.30], [1.31, -3.33, 4.38], [3.30, -2.53, 5.61], [4.60, -0.62, 4.73], [3.90, 0.50, 2.66], [3.26, -2.26, 0.42], [5.46, -2.80, -0.55], [6.85, -1.00, -1.54], [6.00, 1.32, -1.57], [3.85, 1.87, -0.59], [1.72, 1.52, 3.62], [1.65, 2.38, 5.89], [0.27, 4.38, 6.45], [-1.02, 5.48, 4.64], [-0.89, 4.69, 2.36], [-1.00, 1.16, -3.04], [-1.50, 2.57, -4.99], [-2.81, 4.65, -4.71], [-3.62, 5.29, -2.46], [-3.07, 3.91, -0.51], [-1.97, 2.19, 2.70], [-4.05, 2.46, 3.97], [-6.24, 2.13, 2.86], [-6.32, 1.54, 0.46], [-4.24, 1.19, -0.79], [-2.34, -0.90, 1.83], [-1.40, -0.47, 2.50], [-1.26, -0.73, 3.69], [-0.53, 0.32, 1.94], [-1.97, -2.51, -6.67], [-2.17, -2.26, -5.57], [-2.42, -1.94, -4.20], [-3.70, -2.03, -3.66], [-3.87, -1.71, -2.33], [-2.78, -1.29, -1.58], [-1.55, -1.18, -2.11], [-1.38, -1.51, -3.38], [-4.53, -2.34, -4.28], [-4.84, -1.77, -1.86], [-2.87, -1.07, -0.53], [-0.37, -1.42, -3.78]], "energy_ev": -118063.7681, "homo_lumo_gap_ev": [6.9, 6.6], "spin_multiplicity": 3, "e_homo_ha": [-0.2702, -0.2716], "lumo_energy_ev": [-0.494, -0.802]}

(2)
{"formula": "C52H44IrN3O3S4Se", "method": "wB97M-V/def2-TZVPD", "symbols": ["Ir", "S", "C", "C", "C", "C", "C", "C", "N", "C", "C", "C", "C", "C", "C", "C", "C", "N", "C", "C", "C", "C", "C", "S", "C", "H", "H", "H", "H", "H", "H", "H", "H", "H", "H", "H", "H", "C", "C", "C", "C", "C", "C", "C", "O", "C", "C", "C", "H", "H", "H", "H", "H", "H", "H", "H", "H", "H", "H", "H", "C", "C", "C", "C", "C", "C", "Se", "C", "C", "C", "H", "H", "H", "H", "H", "H", "H", "H", "H", "H", "H", "C", "C", "C", "C", "C", "C", "H", "H", "H", "H", "H", "O", "S", "O", "N", "C", "S", "C", "C", "C", "C", "C", "C", "H", "H", "H", "H"], "xyz": [[-0.30, 0.76, -0.50], [-4.26, 2.86, -5.94], [-4.76, 4.49, -5.76], [-4.40, 5.00, -4.56], [-3.69, 4.06, -3.76], [-3.54, 2.85, -4.37], [-2.91, 1.65, -3.83], [-2.09, 1.75, -2.68], [-1.51, 0.71, -2.12], [-1.73, -0.53, -2.65], [-2.49, -0.72, -3.80], [-2.68, -2.06, -4.29], [-2.16, -3.11, -3.63], [-1.40, -2.93, -2.43], [-0.91, -3.99, -1.66], [-0.24, -3.74, -0.48], [-0.01, -2.39, -0.11], [-0.45, -1.37, -0.83], [-1.16, -1.63, -1.96], [0.19, -4.85, 0.38], [0.20, -4.90, 1.74], [0.61, -6.16, 2.24], [0.91, -7.04, 1.25], [0.70, -6.35, -0.30], [-3.08, 0.40, -4.40], [-5.30, 4.97, -6.56], [-4.62, 6.01, -4.24], [-3.34, 4.28, -2.76], [-1.91, 2.71, -2.22], [-3.27, -2.20, -5.19], [-2.31, -4.12, -3.99], [-1.11, -5.01, -1.97], [0.55, -2.16, 0.79], [-0.10, -4.06, 2.36], [0.68, -6.39, 3.29], [1.25, -8.06, 1.34], [-3.69, 0.27, -5.28], [5.70, -3.42, -0.46], [4.79, -2.36, 0.09], [4.69, -2.14, 1.45], [3.84, -1.17, 1.98], [3.87, -0.90, 3.45], [3.02, -0.45, 1.09], [1.98, 0.38, 1.69], [1.02, 0.91, 1.13], [3.21, -0.56, -0.31], [2.64, 0.41, -1.31], [4.08, -1.53, -0.77], [6.16, -4.00, 0.34], [6.49, -2.99, -1.07], [5.14, -4.11, -1.10], [5.30, -2.73, 2.14], [4.54, -1.59, 3.96], [2.88, -0.99, 3.91], [4.22, 0.12, 3.64], [2.11, 0.64, 2.75], [2.76, 1.44, -0.99], [1.56, 0.27, -1.49], [3.12, 0.27, -2.27], [4.23, -1.63, -1.84], [-2.32, 7.99, -3.26], [-1.78, 6.74, -2.61], [-2.20, 6.35, -1.35], [-1.68, 5.22, -0.72], [-2.16, 4.85, 0.65], [-0.70, 4.46, -1.39], [0.31, 3.17, -0.37], [-0.32, 4.80, -2.69], [0.64, 3.98, -3.52], [-0.86, 5.94, -3.28], [-3.04, 8.49, -2.62], [-2.81, 7.76, -4.21], [-1.51, 8.69, -3.48], [-2.93, 6.94, -0.82], [-2.94, 5.54, 0.98], [-1.35, 4.88, 1.38], [-2.56, 3.84, 0.68], [0.91, 3.06, -3.02], [1.56, 4.54, -3.70], [0.20, 3.76, -4.49], [-0.55, 6.21, -4.28], [-3.99, 0.58, 2.56], [-4.04, -0.17, 1.40], [-3.00, -0.10, 0.48], [-1.90, 0.72, 0.71], [-1.86, 1.47, 1.88], [-2.89, 1.39, 2.80], [-4.79, 0.51, 3.29], [-4.88, -0.82, 1.20], [-3.07, -0.71, -0.42], [-1.00, 2.10, 2.09], [-2.83, 1.97, 3.71], [0.39, -3.21, 7.87], [1.32, -2.45, 7.09], [2.21, -1.55, 7.77], [0.54, -1.66, 5.87], [0.89, -2.11, 4.69], [0.29, -1.53, 3.21], [1.92, -3.21, 4.74], [2.56, -3.85, 3.69], [3.52, -4.82, 3.98], [3.83, -5.14, 5.30], [3.20, -4.48, 6.36], [2.26, -3.52, 6.04], [2.32, -3.59, 2.67], [4.02, -5.34, 3.17], [4.58, -5.89, 5.51], [3.45, -4.70, 7.39]], "energy_ev": -176778.7292, "homo_lumo_gap_ev": 6.0, "e_homo_ha": -0.2761, "lumo_energy_ev": -1.472}

(3)
{"formula": "C52H45BaFGeN12S", "method": "wB97M-V/def2-TZVPD", "symbols": ["Ba", "C", "C", "C", "C", "C", "N", "C", "C", "C", "C", "C", "C", "C", "C", "N", "C", "N", "C", "N", "C", "N", "C", "N", "C", "N", "C", "C", "C", "C", "C", "C", "C", "C", "C", "C", "C", "C", "C", "C", "N", "H", "H", "H", "H", "H", "H", "H", "H", "H", "H", "H", "H", "H", "H", "H", "H", "Ge", "C", "C", "C", "C", "C", "C", "C", "C", "C", "C", "C", "C", "H", "H", "H", "H", "H", "H", "H", "H", "H", "H", "H", "C", "S", "C", "H", "H", "H", "H", "H", "H", "F", "C", "N", "C", "N", "C", "N", "C", "N", "C", "C", "H", "H", "H", "H", "H", "H", "H", "H", "H", "H", "H", "H"], "xyz": [[0.16, -0.49, 0.37], [6.41, 1.90, 1.10], [5.98, 2.23, 2.39], [4.83, 1.66, 2.92], [4.12, 0.77, 2.13], [2.89, 0.00, 2.35], [2.25, 0.00, 3.51], [1.14, -0.70, 3.75], [0.61, -0.92, 5.10], [1.01, -0.50, 6.35], [0.27, -0.92, 7.45], [-0.83, -1.76, 7.29], [-1.23, -2.20, 6.03], [-0.50, -1.76, 4.94], [-0.60, -2.01, 3.50], [-1.50, -2.84, 2.97], [-1.46, -3.29, 1.72], [-0.56, -2.99, 0.75], [-0.81, -3.77, -0.33], [-0.07, -3.91, -1.42], [1.08, -3.28, -1.62], [1.60, -2.25, -0.91], [2.84, -1.98, -1.36], [3.71, -1.10, -0.87], [3.57, -0.51, 0.31], [2.60, -0.71, 1.23], [4.55, 0.45, 0.84], [5.71, 1.01, 0.31], [3.14, -2.83, -2.52], [4.24, -2.95, -3.35], [4.20, -3.90, -4.36], [3.08, -4.72, -4.52], [1.98, -4.62, -3.68], [2.02, -3.66, -2.68], [-2.00, -4.59, -0.08], [-2.70, -5.50, -0.86], [-3.82, -6.10, -0.30], [-4.23, -5.79, 1.00], [-3.53, -4.89, 1.78], [-2.41, -4.28, 1.22], [0.36, -1.33, 2.84], [7.31, 2.36, 0.72], [6.55, 2.93, 2.98], [4.49, 1.89, 3.93], [1.88, 0.14, 6.47], [0.55, -0.60, 8.44], [-1.38, -2.08, 8.16], [-2.07, -2.86, 5.90], [6.04, 0.74, -0.69], [5.11, -2.31, -3.20], [5.04, -4.01, -5.03], [3.08, -5.45, -5.32], [1.12, -5.26, -3.79], [-2.36, -5.74, -1.86], [-4.39, -6.81, -0.88], [-5.11, -6.28, 1.40], [-3.83, -4.66, 2.79], [-0.86, 0.61, -3.48], [0.21, 1.78, -4.59], [1.60, 1.71, -4.54], [2.37, 2.56, -5.31], [1.76, 3.49, -6.14], [0.37, 3.56, -6.20], [-0.40, 2.71, -5.42], [-2.75, 0.98, -3.47], [-3.69, 0.01, -3.81], [-5.05, 0.30, -3.74], [-5.47, 1.55, -3.33], [-4.55, 2.52, -2.98], [-3.19, 2.24, -3.05], [-0.50, -0.87, -3.54], [2.09, 0.99, -3.89], [3.45, 2.51, -5.26], [2.36, 4.15, -6.75], [-0.11, 4.28, -6.85], [-1.48, 2.77, -5.47], [-3.36, -0.98, -4.12], [-5.77, -0.47, -4.01], [-6.53, 1.77, -3.28], [-4.88, 3.50, -2.65], [-2.47, 3.00, -2.77], [-4.20, -1.46, -0.32], [-3.24, -0.02, 0.19], [-3.52, -0.10, 1.98], [-3.85, -2.36, 0.17], [-4.07, -1.56, -1.40], [-5.26, -1.30, -0.11], [-4.57, 0.09, 2.21], [-2.91, 0.67, 2.44], [-3.22, -1.07, 2.37], [-0.36, 1.07, -1.81], [-1.23, 3.12, 0.76], [-0.08, 2.37, 1.30], [1.14, 2.88, 0.63], [1.32, 4.31, 0.85], [0.14, 5.01, 0.33], [-1.09, 4.56, 0.97], [-0.96, 4.79, 2.42], [0.19, 4.10, 2.99], [0.04, 2.67, 2.74], [1.40, 4.55, 2.29], [-2.14, 2.77, 1.25], [-1.31, 2.92, -0.31], [1.06, 2.69, -0.44], [2.01, 2.35, 1.03], [0.07, 4.82, -0.75], [0.26, 6.08, 0.49], [-1.87, 4.45, 2.92], [-0.85, 5.86, 2.59], [-0.86, 2.31, 3.24], [0.90, 2.13, 3.15], [2.26, 4.02, 2.70], [1.53, 5.62, 2.47]], "energy_ev": -143303.3077, "homo_lumo_gap_ev": 4.9, "e_homo_ha": -0.2122, "lumo_energy_ev": -0.903}

(4)
{"formula": "C52H45FHgN7OP2S", "method": "wB97M-V/def2-TZVPD", "symbols": ["Hg", "C", "P", "C", "C", "C", "C", "C", "C", "C", "C", "C", "C", "C", "C", "C", "C", "C", "C", "C", "P", "C", "C", "C", "C", "C", "C", "C", "C", "C", "C", "C", "C", "N", "H", "H", "H", "H", "H", "H", "H", "H", "H", "H", "H", "H", "H", "H", "H", "H", "H", "H", "H", "H", "H", "H", "H", "H", "H", "H", "C", "N", "C", "C", "N", "C", "C", "C", "C", "C", "C", "N", "C", "N", "C", "C", "C", "C", "C", "C", "N", "H", "H", "H", "H", "H", "H", "H", "H", "H", "H", "H", "H", "H", "H", "H", "O", "S", "N", "F", "C", "C", "C", "C", "C", "C", "H", "H", "H", "H"], "xyz": [[-0.47, 0.29, 0.81], [-1.02, -2.53, 2.52], [-0.70, -2.43, 0.47], [-0.51, -2.78, -1.50], [0.54, -3.46, -2.13], [0.56, -3.65, -3.51], [-0.46, -3.15, -4.31], [-1.49, -2.44, -3.70], [-1.50, -2.26, -2.33], [0.80, -3.45, 0.84], [1.97, -2.76, 1.16], [3.12, -3.43, 1.54], [3.12, -4.82, 1.62], [1.96, -5.52, 1.33], [0.81, -4.84, 0.95], [-0.10, -1.64, 3.25], [0.97, -1.80, 4.12], [1.53, -0.51, 4.33], [0.77, 0.38, 3.57], [0.79, 1.85, 3.36], [0.83, 2.45, 1.44], [2.69, 2.61, 1.65], [3.42, 1.42, 1.58], [4.81, 1.43, 1.62], [5.49, 2.63, 1.76], [4.77, 3.82, 1.88], [3.39, 3.80, 1.82], [1.24, 3.25, -0.39], [1.64, 2.40, -1.42], [1.96, 2.87, -2.69], [1.94, 4.24, -2.95], [1.61, 5.12, -1.92], [1.26, 4.62, -0.67], [-0.23, -0.31, 2.95], [-0.99, -3.58, 2.84], [-2.05, -2.17, 2.64], [1.35, -3.86, -1.54], [1.39, -4.19, -3.97], [-0.43, -3.29, -5.38], [-2.29, -2.03, -4.31], [-2.32, -1.70, -1.88], [1.98, -1.67, 1.11], [4.01, -2.87, 1.80], [4.02, -5.35, 1.92], [1.94, -6.60, 1.40], [-0.08, -5.40, 0.72], [1.31, -2.75, 4.53], [2.38, -0.25, 4.95], [1.62, 2.33, 3.90], [-0.15, 2.29, 3.70], [2.89, 0.48, 1.51], [5.36, 0.50, 1.54], [6.58, 2.65, 1.78], [5.30, 4.76, 2.00], [2.84, 4.74, 1.90], [1.68, 1.33, -1.22], [2.23, 2.18, -3.48], [2.18, 4.61, -3.94], [1.61, 6.19, -2.10], [1.00, 5.33, 0.11], [-2.72, 2.45, -1.06], [-1.42, 1.91, -1.44], [-1.33, 1.56, -2.83], [0.03, 1.03, -3.15], [0.91, 0.62, -2.30], [2.03, 0.29, -3.06], [3.27, -0.17, -2.65], [4.23, -0.38, -3.62], [3.97, -0.15, -4.98], [2.73, 0.31, -5.40], [1.78, 0.53, -4.42], [0.49, 1.02, -4.45], [-2.83, 2.53, 0.45], [-2.56, 1.39, 1.14], [-3.45, 1.34, 2.19], [-3.55, 0.43, 3.24], [-4.60, 0.57, 4.13], [-5.54, 1.60, 3.99], [-5.44, 2.53, 2.96], [-4.39, 2.38, 2.07], [-4.06, 3.10, 0.92], [-3.52, 1.80, -1.42], [-2.88, 3.46, -1.47], [-0.69, 2.58, -1.21], [-1.51, 2.42, -3.50], [-2.09, 0.81, -3.06], [3.47, -0.36, -1.60], [5.21, -0.74, -3.33], [4.75, -0.33, -5.71], [2.53, 0.49, -6.45], [-0.05, 1.24, -5.27], [-2.79, -0.33, 3.38], [-4.70, -0.13, 4.95], [-6.36, 1.68, 4.70], [-6.16, 3.33, 2.84], [-3.99, 4.11, 1.04], [-2.26, 5.21, 1.37], [-1.36, 4.17, 0.77], [-0.34, 3.65, 1.82], [-6.29, -4.60, 0.19], [-5.01, -4.13, 0.23], [-3.97, -4.97, -0.09], [-2.67, -4.47, -0.06], [-2.41, -3.16, 0.32], [-3.50, -2.34, 0.65], [-4.80, -2.81, 0.60], [-4.18, -5.99, -0.38], [-1.86, -5.11, -0.37], [-3.32, -1.31, 0.94], [-5.64, -2.17, 0.85]], "energy_ev": -103433.1577, "charge": -2, "homo_lumo_gap_ev": [4.5, 4.5], "spin_multiplicity": 2, "e_homo_ha": [-0.0194, -0.0197], "lumo_energy_ev": [3.939, 3.937]}